10
Properties=species:S:1:pos:R:3:forces:R:3 method="wB97M-V/def2-TZVPD" homo_energy_ev=-9.03 mol_weight_g_mol=93.085 smiles="C#CC(C#C)=NO" charge=0 spin_multiplicity=1
C 2.22601 -1.41409 0.06984 -0.018 -1.895 0.999
C 1.30580 -0.72855 -0.31675 -3.345 0.225 1.320
C -0.12677 -0.01185 -0.15622 3.328 2.728 -0.210
C -1.46777 -0.42983 -0.14940 -11.503 -1.096 2.085
C -2.83222 -0.39949 0.12991 7.757 -0.815 -3.146
N -0.11575 1.30708 0.01492 1.551 -2.589 -0.403
O 1.20991 1.74283 0.01214 -1.515 3.318 -0.248
H 2.78191 -2.29278 0.57712 -0.781 2.316 -1.516
H -4.00054 -0.53029 -0.13202 3.523 0.364 0.835
H 1.01942 2.75697 -0.04954 1.002 -2.557 0.284